C10H13NPTc | the ωB97M-V functional and the def2-TZVPD basis

The geometry in XYZ format:
```
26
Properties=species:S:1:pos:R:3:forces:R:3:nbo_charge:R:1
C 0.308898 -1.035832 1.279958 -0.028 0.108 0.444 0.06
C -0.254690 -1.795128 2.314689 0.428 0.021 -0.599 -0.23
H -0.936880 -2.651935 -3.556463 0.052 0.588 0.638 0.25
H 0.022623 2.011941 2.459622 -0.131 -0.313 0.356 0.22
P -0.125994 3.148587 -0.574860 -1.736 3.281 0.708 0.16
H 2.423329 -0.478294 -1.718324 -0.788 -0.753 -0.079 0.22
H -1.796036 -0.063709 -3.012699 0.300 -0.343 -0.375 0.22
H 0.639382 1.105338 -2.914870 -0.197 -0.258 0.708 0.24
N 0.406375 0.316760 1.363983 -0.852 -0.003 1.051 -0.48
C -0.702166 -1.181914 3.486620 0.116 -0.029 -0.749 -0.11
C 0.844259 -2.001482 -2.329056 0.684 1.111 0.532 -0.19
C 1.350210 -0.748163 -1.894782 -0.529 0.729 -0.767 -0.41
C -0.074957 0.926697 2.486195 0.176 -0.531 -0.180 0.07
C -0.616906 0.205174 3.555618 0.412 0.602 -0.555 -0.23
C 0.320360 0.355019 -2.132217 -0.030 -3.325 -1.879 -0.61
Tc 1.088728 1.339295 -0.266576 0.951 -3.883 -1.031 0.84
H -0.755655 3.523738 -1.774814 0.338 -0.227 -0.149 0.06
H 1.339782 -2.955108 -2.129753 -0.053 0.342 -0.421 0.23
H -0.937947 0.758361 4.425478 -0.080 -0.039 0.033 0.25
H -0.306444 -2.873375 2.147765 -0.019 0.369 0.264 0.25
H -1.255845 3.398942 0.243759 0.310 -0.052 0.053 0.07
H -1.122396 -1.778448 4.294535 0.111 0.226 -0.153 0.25
H 0.670794 4.311150 -0.308900 -0.585 -0.073 -0.235 0.04
H 0.734531 -1.460101 0.363243 -0.433 -0.040 0.398 0.26
C -0.430801 -1.847197 -3.001363 0.265 1.452 1.152 -0.27
C -0.832561 -0.530309 -2.806783 1.317 1.039 0.836 -0.15
```
Positions in Å, forces in eV/Å.

Results
<S²>: 3.801
Charge: +1
Calculated total energy in hartree: -865.27155
HOMO level (alpha / beta) in eV: -10.01 / -10.97
Energy above the lowest of the compared OMol25 structures with the same formula, charge and spin in kcal/mol: 24.0
Spin multiplicity: 4